<w>
Formula: C54H45N9O18
Source: the Open Molecules 2025 dataset
Level of theory: wB97M-V/def2-TZVPD

```
126
C54H45N9O18 wB97M-V/def2-TZVPD
C 1.4908 2.3597 2.1035
C 2.2652 2.8007 3.1754
C 3.4312 2.2157 3.5914
C 3.8567 1.1208 2.8832
C 3.1550 0.6693 1.7825
C 1.9128 1.2553 1.4581
N 5.0178 0.1995 3.2874
O 5.3150 0.2602 4.4467
O 5.4477 -0.6376 2.4870
H 0.6542 2.8723 1.7363
H 1.9900 3.6618 3.7479
H 3.8269 2.5597 4.5611
H 3.5498 -0.1306 1.1919
H 1.3266 0.8075 0.6193
C 3.6705 -5.1850 0.5596
C 2.3433 -5.3506 1.0879
C 1.8258 -4.5239 2.0679
C 2.6804 -3.5388 2.6445
C 3.9731 -3.4649 2.2074
C 4.5070 -4.3254 1.2363
N 2.2375 -2.6651 3.7220
O 1.6746 -3.2232 4.6845
O 2.5678 -1.4722 3.6807
H 4.0337 -5.8473 -0.1414
H 1.7341 -6.1687 0.7625
H 0.7375 -4.5532 2.4110
H 4.6589 -2.6283 2.4895
H 5.5354 -4.2565 1.0124
C -0.4039 1.9502 5.8434
C 0.0771 0.6632 6.0859
C 0.1246 -0.2295 5.0099
C -0.5713 0.0629 3.8610
C -1.0849 1.2903 3.6466
C -0.9420 2.2841 4.6106
N -0.8265 -1.0081 2.8586
O -1.6405 -0.8374 2.0036
O -0.3172 -2.1277 3.0057
H -0.5060 2.7297 6.5915
H 0.4515 0.2847 7.0578
H 0.5731 -1.2370 5.1058
H -1.6399 1.4207 2.7533
H -1.2531 3.3694 4.4754
C -0.3685 -0.7239 -1.2388
C -0.0317 -2.0129 -0.9012
C 1.1768 -2.6511 -1.1135
C 2.1967 -1.8253 -1.5426
C 1.9036 -0.5293 -1.9332
C 0.6433 -0.0024 -1.8096
N 3.6112 -2.3701 -1.7670
O 4.4974 -1.5323 -1.7337
O 3.7913 -3.5547 -1.9185
H -1.3537 -0.2809 -1.0485
H -0.8650 -2.5893 -0.4880
H 1.2144 -3.6683 -0.7152
H 2.7462 0.1419 -2.1806
H 0.4912 0.9642 -2.2307
C -7.1794 0.5571 -0.0333
C -6.1619 1.4124 0.4945
C -5.4529 1.1282 1.6298
C -5.6659 -0.0901 2.2417
C -6.6180 -0.9481 1.8122
C -7.3945 -0.5946 0.7315
N -4.7820 -0.4743 3.3659
O -4.7259 -1.6223 3.6228
O -4.2292 0.4026 3.9867
H -7.7686 0.8330 -0.8603
H -6.0498 2.3990 -0.0137
H -4.6229 1.7502 1.9096
H -6.7503 -1.8899 2.3997
H -8.3024 -1.0966 0.5417
C -6.3868 -4.0642 -3.0713
C -5.6124 -3.5725 -4.0763
C -4.2099 -3.8275 -4.1137
C -3.6125 -4.4782 -3.0674
C -4.3377 -4.8783 -1.9606
C -5.7489 -4.6305 -1.9748
N -2.1619 -4.5998 -3.2047
O -1.7067 -4.7140 -4.3370
O -1.4537 -4.5175 -2.2018
H -7.4410 -3.8815 -3.1126
H -6.0496 -3.0024 -4.8659
H -3.5689 -3.3764 -4.8641
H -3.7918 -5.3373 -1.1105
H -6.2727 -5.0879 -1.1406
C 6.8061 3.6968 0.7459
C 5.8957 4.7773 0.7047
C 4.6443 4.7160 0.1804
C 4.3035 3.5039 -0.3727
C 5.1631 2.4687 -0.5195
C 6.4152 2.5199 0.1140
N 2.9956 3.3032 -1.0934
O 2.2724 4.2445 -1.0328
O 2.7906 2.2891 -1.7412
H 7.7930 3.7249 1.1408
H 6.1986 5.7357 1.1366
H 3.9989 5.5899 0.1667
H 4.9408 1.5394 -1.0654
H 7.0134 1.6464 0.2091
C 2.6506 -1.4698 -5.6674
C 1.9796 -2.4377 -4.9988
C 0.6315 -2.3077 -4.6865
C -0.0881 -1.1959 -5.0908
C 0.5982 -0.1833 -5.8288
C 1.9484 -0.3789 -6.2087
N -1.4575 -0.9973 -4.6147
O -2.0272 -1.9515 -4.2011
O -1.9436 0.0944 -4.8683
H 3.7247 -1.5920 -5.9363
H 2.4506 -3.3363 -4.5701
H 0.2119 -3.1649 -4.2103
H 0.1352 0.7690 -5.8766
H 2.4482 0.3172 -6.8655
C -2.3484 7.0312 -1.8441
C -1.1429 6.6033 -1.2185
C -1.0692 5.3675 -0.6031
C -2.2410 4.6374 -0.4273
C -3.4375 5.0794 -0.8937
C -3.4918 6.2406 -1.6569
N -2.0755 3.3934 0.4108
O -3.1017 2.8600 0.8484
O -0.9945 2.8452 0.4304
H -2.5191 7.9729 -2.3544
H -0.2615 7.2547 -1.1759
H -0.0886 5.0882 -0.2580
H -4.3567 4.5314 -0.5405
H -4.4204 6.5824 -2.1788
```

Computed properties:
- SMILES: O=[N+]([O-])c1ccccc1.O=[N+]([O-])c1ccccc1.O=[N+]([O-])c1ccccc1.O=[N+]([O-])c1ccccc1.O=[N+]([O-])c1ccccc1.O=[N+]([O-])c1ccccc1.O=[N+]([O-])c1ccccc1.O=[N+]([O-])c1ccccc1.O=[N+]([O-])c1ccccc1
- Kohn-Sham gap: 8.35 eV
- HOMO: -9.24 eV
- Net charge: 0
- Multiplicity: 1
- E_LUMO: -0.9 eV

<x>
Formula: C54H45N9O18
Source: the Open Molecules 2025 dataset
Level of theory: wB97M-V/def2-TZVPD

```
126
C54H45N9O18 wB97M-V/def2-TZVPD
C -1.5016 10.7913 0.5533
C -0.4002 10.0867 1.0180
C 0.8642 10.4309 0.5883
C 1.0370 11.5135 -0.3205
C -0.1358 12.3158 -0.7417
C -1.3840 11.8945 -0.2821
N 2.3456 11.7083 -1.0088
O 3.0347 10.7504 -1.2621
O 2.5807 12.8567 -1.4031
H -2.4787 10.4503 0.8623
H -0.5303 9.1637 1.5634
H 1.6868 9.7731 0.8273
H -0.1086 12.9940 -1.5818
H -2.3586 12.2604 -0.5699
C 6.8702 2.9641 0.3136
C 7.4327 2.5983 -0.9014
C 8.1992 1.4583 -0.9866
C 8.4007 0.6529 0.1738
C 7.7307 0.9860 1.3559
C 6.9824 2.1528 1.4192
N 9.3479 -0.4535 0.1008
O 9.9647 -0.7540 1.1248
O 9.5939 -0.9424 -0.9550
H 6.1165 3.7373 0.3343
H 7.3383 3.2930 -1.7229
H 8.6335 1.1799 -1.9354
H 7.8287 0.3377 2.2142
H 6.5379 2.4013 2.3716
C 3.3635 1.4762 10.7699
C 3.9484 2.7639 10.7478
C 3.5744 3.7109 9.7937
C 2.6426 3.3027 8.8025
C 2.1276 1.9762 8.7657
C 2.4916 1.0723 9.8050
N 2.2997 4.2292 7.6956
O 1.6330 3.7456 6.7989
O 2.5896 5.3916 7.7897
H 3.5200 0.8294 11.6206
H 4.5760 3.0664 11.5731
H 3.9586 4.7200 9.8146
H 1.4482 1.6925 7.9756
H 1.9750 0.1253 9.8558
C -10.2340 7.7147 9.7495
C -10.0311 7.2875 8.4756
C -8.7688 6.8147 8.1047
C -7.6972 6.9653 9.0087
C -7.8983 7.5776 10.2463
C -9.1569 7.9475 10.6476
N -6.3308 6.6259 8.5277
O -6.1610 6.2621 7.3658
O -5.4737 6.6022 9.3608
H -11.1643 8.1165 10.1231
H -10.9955 7.1583 8.0070
H -8.7844 6.3320 7.1387
H -7.1193 7.8123 10.9567
H -9.3770 8.5101 11.5428
C 5.2441 -5.0603 0.1463
C 4.2495 -4.0941 0.0757
C 3.4957 -3.7995 1.2105
C 3.7394 -4.5010 2.4320
C 4.8025 -5.4629 2.5425
C 5.4823 -5.7649 1.3205
N 2.9732 -4.2385 3.6781
O 3.3922 -4.6876 4.7677
O 1.8873 -3.6427 3.6441
H 5.6872 -5.2395 -0.8221
H 4.1346 -3.4504 -0.7839
H 2.8990 -2.9003 1.1669
H 5.0876 -6.0767 3.3841
H 6.3265 -6.4333 1.2370
C -7.0564 -3.2024 -13.0672
C -8.1066 -3.9706 -12.6553
C -8.0654 -4.4977 -11.4090
C -6.9996 -4.3111 -10.4720
C -6.0250 -3.3953 -10.9076
C -6.0238 -2.8627 -12.1827
N -7.0554 -4.6394 -9.0594
O -6.1044 -4.3523 -8.3398
O -8.0097 -5.3220 -8.5929
H -6.8672 -3.0239 -14.1154
H -8.9565 -4.1181 -13.3052
H -8.8767 -5.1725 -11.1790
H -5.2351 -2.9925 -10.2910
H -5.1744 -2.2850 -12.5163
C -1.6686 -7.5782 1.0440
C -0.7559 -7.7740 -0.0238
C 0.3027 -8.6618 0.1903
C 0.4947 -9.3235 1.3887
C -0.3681 -9.0200 2.4611
C -1.4519 -8.1933 2.2885
N 1.6895 -10.2159 1.6202
O 2.2062 -10.3355 2.7183
O 2.0262 -10.9705 0.7382
H -2.5046 -6.9070 0.9139
H -0.8466 -7.1811 -0.9219
H 1.1035 -8.7004 -0.5333
H -0.2848 -9.5029 3.4235
H -2.0964 -7.9313 3.1145
C -2.7247 0.1974 -0.4352
C -2.3304 -0.4383 -1.5922
C -1.3280 0.0186 -2.4409
C -0.6118 1.1362 -2.0498
C -0.9741 1.8607 -0.8583
C -1.9996 1.3604 -0.0834
N 0.4084 1.7257 -2.9501
O 0.5949 2.9573 -2.9271
O 0.8880 1.0235 -3.8138
H -3.4993 -0.2244 0.1881
H -3.0465 -1.1974 -1.8703
H -1.2078 -0.4937 -3.3840
H -0.5936 2.8556 -0.6803
H -2.2751 1.8247 0.8519
C 1.8279 -8.0287 -7.9888
C 0.7071 -7.1448 -7.8730
C 0.7522 -5.8688 -8.5198
C 1.8080 -5.4614 -9.2934
C 2.8990 -6.2570 -9.3573
C 2.9621 -7.5062 -8.6966
N 1.8152 -4.1282 -10.0054
O 2.8162 -3.7196 -10.6563
O 0.8483 -3.4495 -9.8635
H 1.8120 -9.0361 -7.5999
H -0.2327 -7.3783 -7.3947
H -0.1201 -5.2324 -8.4996
H 3.7043 -5.8820 -9.9715
H 3.8248 -8.1511 -8.7757
```

Computed properties:
- SMILES: O=[N+]([O-])c1ccccc1.O=[N+]([O-])c1ccccc1.O=[N+]([O-])c1ccccc1.O=[N+]([O-])c1ccccc1.O=[N+]([O-])c1ccccc1.O=[N+]([O-])c1ccccc1.O=[N+]([O-])c1ccccc1.O=[N+]([O-])c1ccccc1.O=[N+]([O-])c1ccccc1
- Kohn-Sham gap: 8.91 eV
- HOMO: -9.89 eV
- Net charge: 0
- Multiplicity: 1
- E_LUMO: -1.0 eV

It is <w> that is the most stable of them.